This record from the OMol25 dataset describes 7 unconnected molecules or ions with the total composition C17H46F3O6S in a non-equilibrium geometry. The level of theory is the ωB97M-V functional and the def2-TZVPD basis.

total charge = +1
HOMO energy = -12.281 eV

Positions of all 73 atoms, in Å:
C1 1.968 1.051 -0.910
C2 1.133 -0.242 -0.758
C3 1.407 -1.180 -1.947
C4 -0.302 0.207 -0.637
S1 -1.462 -1.177 -0.684
C5 -3.023 -0.436 -1.342
F1 -2.753 0.425 -2.331
F2 -3.591 0.199 -0.323
F3 -3.793 -1.432 -1.784
H1 1.403 1.856 -1.362
H2 2.268 1.395 0.073
H3 2.860 0.873 -1.477
H4 1.475 -0.686 0.161
H5 1.552 -2.192 -1.588
H6 0.625 -1.168 -2.701
H7 2.319 -0.917 -2.454
H8 -0.555 0.957 -1.370
H9 -0.451 0.641 0.346
H10 -1.103 -1.991 -1.697
C6 1.005 -1.135 4.602
C7 1.681 -0.584 3.364
O1 0.739 0.053 2.492
H11 0.227 -1.848 4.329
H12 1.725 -1.633 5.252
H13 0.528 -0.333 5.168
H14 2.145 -1.385 2.788
H15 2.459 0.135 3.637
H16 0.333 0.769 2.998
C8 4.589 2.674 -5.338
C9 4.211 1.319 -4.773
O2 3.194 1.436 -3.767
H17 4.939 3.334 -4.544
H18 5.376 2.580 -6.086
H19 3.726 3.153 -5.807
H20 5.067 0.851 -4.292
H21 3.862 0.651 -5.565
H22 2.425 1.839 -4.180
C10 3.278 -2.158 -7.571
C11 4.388 -2.736 -6.713
O3 4.222 -2.406 -5.332
H23 3.240 -1.073 -7.465
H24 3.428 -2.400 -8.623
H25 2.307 -2.554 -7.263
H26 5.352 -2.328 -7.010
H27 4.431 -3.823 -6.824
H28 3.383 -2.773 -5.046
C12 -5.870 0.461 2.567
C13 -7.089 0.838 1.745
O4 -6.872 2.025 0.986
H29 -5.602 1.276 3.240
H30 -6.056 -0.436 3.159
H31 -5.008 0.277 1.918
H32 -7.937 1.040 2.395
H33 -7.367 0.020 1.071
H34 -6.138 1.867 0.389
C14 0.018 4.692 5.147
C15 0.413 3.807 3.983
O5 0.111 2.428 4.243
H35 0.530 4.375 6.055
H36 0.270 5.733 4.948
H37 -1.056 4.629 5.336
H38 1.486 3.856 3.808
H39 -0.097 4.124 3.068
H40 -0.835 2.363 4.402
C16 -2.451 -3.741 3.300
C17 -3.143 -3.286 4.573
O6 -2.688 -2.001 4.992
H41 -1.370 -3.771 3.445
H42 -2.791 -4.733 3.000
H43 -2.655 -3.043 2.482
H44 -2.926 -3.970 5.390
H45 -4.228 -3.262 4.429
H46 -2.884 -1.378 4.288

Cartesian forces (eV/Å) of the 2 atoms listed first:
-0.36 -0.05 0.90
1.14 0.43 -1.09